# C4H6F2O

The molecule C4H6F2O (ωB97M-V/def2-TZVPD, the Open Molecules 2025 dataset).

Bonds (Å) are listed after each position.
CARTESIAN COORDINATES (ANGSTROEM)
1 C 0.579 -0.340 1.315  C2 1.539, H8 1.179, H9 1.100, H10 1.300
2 C -0.086 -0.290 -0.073  C1 1.539, C3 1.422, C5 1.475, H11 1.043
3 C -1.412 0.181 0.127  C2 1.422, O4 1.289, H12 1.195
4 O -2.071 0.189 1.234  C3 1.289
5 C 0.654 0.287 -1.210  C2 1.475, F6 1.365, F7 1.314, H13 1.066
6 F 1.766 -0.410 -1.589  C5 1.365
7 F 0.928 1.532 -0.887  C5 1.314
8 H 1.670 -0.777 1.221  C1 1.179
9 H -0.175 -1.022 1.736  C1 1.100
10 H 0.165 0.822 1.725  C1 1.300
11 H -0.192 -1.132 -0.678  C2 1.043
12 H -1.821 0.695 -0.872  C3 1.195
13 H -0.004 0.263 -2.048  C5 1.066

Its energy relative to the best compared isomer or geometry (same formula, charge and spin) is 263.5 kJ/mol. Its SMILES is C[C@@H](C=O)C(F)F. As for the net charge: 0. For the HOMO energy, the calculation gives -10.5 eV. For the molar mass, the calculation gives 108.1 g/mol. The LUMO energy is 0.401 eV. The HOMO-LUMO gap comes out at 10.88 eV.